Entry 1
{"formula": "C5H9NOS", "method": "ωB97M-V with the def2-TZVPD basis set", "smiles": "S[C@]12CNC[C@H]1OC2", "multiplicity": 1, "orbital_gap_ev": 9.27, "total_charge": 0, "homo_energy_ev": -8.994, "e_lumo_ev": 0.27, "symbols": ["C", "C", "C", "C", "C", "H", "H", "H", "H", "H", "H", "H", "H", "H", "N", "O", "S"], "xyz": [[0.3665, 0.1581, 0.2210], [-0.3071, -0.9073, 1.1071], [-1.7922, -0.5303, -0.6807], [-0.7085, 0.5508, -0.7686], [0.3394, 1.6072, 0.6645], [2.4044, -1.4303, 0.8066], [0.4332, -1.6620, 1.5474], [-0.9670, -0.4259, 1.9448], [-1.7044, -2.2504, 0.5901], [-2.7254, -0.1318, -0.2206], [-2.0399, -0.9247, -1.7266], [-0.4408, 0.8080, -1.7858], [1.1985, 2.0854, 0.2159], [0.3061, 1.8734, 1.7285], [-1.1340, -1.5841, 0.1162], [-1.0030, 1.7477, 0.0203], [2.0068, -0.3816, -0.4585]]}


Entry 2
{"formula": "C5H9NOS", "method": "ωB97M-V with the def2-TZVPD basis set", "smiles": "NC/C=C\\CC(O)=S", "multiplicity": 1, "orbital_gap_ev": 8.77, "total_charge": 0, "homo_energy_ev": -8.225, "e_lumo_ev": 0.54, "symbols": ["C", "C", "C", "C", "C", "H", "H", "H", "H", "H", "H", "H", "H", "H", "N", "O", "S"], "xyz": [[-0.2073, -0.7080, 2.5475], [-0.0229, 0.7357, 2.1192], [-0.3877, 1.1974, 0.9308], [-1.0339, 0.3970, -0.1768], [-0.0374, 0.0197, -1.2514], [1.6539, -1.4049, 2.0241], [0.5190, -2.5340, 2.0337], [-1.2262, -1.0571, 2.3529], [-0.0085, -0.8293, 3.6318], [0.4453, 1.4022, 2.8570], [-0.1620, 2.2383, 0.6848], [-1.8067, 1.0042, -0.6445], [-1.4642, -0.5354, 0.2385], [0.6701, -1.2119, 0.0509], [0.6995, -1.5899, 1.7790], [0.8329, -0.9114, -0.8956], [-0.0028, 0.7186, -2.7208]]}


Which structure is the least stable? The one labeled entry 1.


Entry 1
{"formula": "C5H9NOS", "method": "ωB97M-V with the def2-TZVPD basis set", "smiles": "N[C@@]12CCS[C@H]1[C@H]2O", "multiplicity": 1, "orbital_gap_ev": 9.05, "total_charge": 0, "homo_energy_ev": -8.434, "e_lumo_ev": 0.62, "symbols": ["C", "C", "C", "C", "C", "H", "H", "H", "H", "H", "H", "H", "H", "H", "N", "O", "S"], "xyz": [[-0.0228, -0.0830, 0.5339], [-1.3778, -0.2117, -0.1027], [-1.1906, 0.4450, -1.5186], [0.8958, -0.6336, -0.6287], [1.1994, -0.9132, 0.8619], [1.0840, 1.4458, 1.2607], [-0.0200, 1.9061, 0.1480], [-2.1571, 0.3672, 0.3989], [-1.7447, -1.2457, -0.2965], [-1.6519, -0.1964, -2.2656], [-1.5733, 1.4693, -1.5938], [0.5709, -1.6280, -0.9503], [1.1173, -1.9773, 1.0509], [1.9373, -0.3788, 2.4982], [0.1019, 1.2993, 0.9550], [2.2065, -0.2799, 1.5536], [0.6251, 0.6149, -1.9050]]}


Entry 2
{"formula": "C5H9NOS", "method": "ωB97M-V with the def2-TZVPD basis set", "multiplicity": 1, "orbital_gap_ev": 8.48, "total_charge": 0, "homo_energy_ev": -8.335, "e_lumo_ev": 0.15, "symbols": ["C", "C", "C", "C", "C", "H", "H", "H", "H", "H", "H", "H", "H", "H", "N", "O", "S"], "xyz": [[1.2565, 1.3402, -1.9574], [0.1838, 1.3530, -0.7656], [-0.5963, 0.0580, -0.6177], [-1.4436, 0.2928, 0.5776], [-1.1464, -0.7929, 1.5605], [1.5239, 2.4726, -1.9643], [0.7631, 1.3131, -2.8943], [1.9848, 0.5407, -2.0079], [-0.5630, 2.2500, -0.7128], [1.9771, 1.6314, 0.8836], [-1.1630, -0.0727, -1.6665], [-1.1946, 1.4257, 0.8676], [-2.5189, 0.1698, 0.1409], [-1.7994, -0.9493, 2.5211], [-0.3050, -1.7388, 1.4465], [0.6668, 1.3832, 0.6292], [0.5167, -1.3238, -0.1945]]}


Which structure is the least stable? The one labeled entry 2.


Entry 1
{"formula": "C4H6O", "method": "ωB97M-V with the def2-TZVPD basis set", "multiplicity": 1, "orbital_gap_ev": 9.74, "total_charge": 0, "homo_energy_ev": -8.751, "e_lumo_ev": 0.99, "symbols": ["C", "C", "C", "O", "C", "H", "H", "H", "H", "H", "H"], "xyz": [[0.9112, 1.2522, 0.2640], [-0.0218, -0.3163, 0.6002], [-1.2134, -0.3299, -0.3607], [-0.4232, 0.1374, -1.4608], [0.7482, 0.1230, -0.6392], [1.8099, 1.0243, 0.8662], [-0.0694, 0.7210, 1.1789], [0.3175, -1.1445, 1.2169], [-2.0357, 0.3489, -0.1114], [-1.5997, -1.3394, -0.5465], [1.5764, -0.4768, -1.0077]]}


Entry 2
{"formula": "C4H6O", "method": "ωB97M-V with the def2-TZVPD basis set", "multiplicity": 1, "orbital_gap_ev": [8.14, 7.59], "total_charge": 0, "homo_energy_ev": [-7.479, -7.593], "e_lumo_ev": [0.66, 0.00], "symbols": ["C", "C", "C", "C", "O", "H", "H", "H", "H", "H", "H"], "xyz": [[-0.9765, 0.8467, 0.0830], [0.3327, 1.1923, 0.1127], [-1.3731, -0.4122, -0.2183], [1.4263, -0.9647, 0.0773], [1.3836, 0.3442, -0.1902], [-1.8267, 1.4265, 0.2838], [0.6879, 2.2628, -0.0475], [-0.6125, -1.0905, -0.4875], [-2.3324, -0.7656, -0.3096], [0.8950, -1.4352, 0.8593], [2.3956, -1.4043, -0.1630]]}


Entry 3
{"formula": "C4H6O", "method": "ωB97M-V with the def2-TZVPD basis set", "multiplicity": 1, "orbital_gap_ev": 9.98, "total_charge": 0, "homo_energy_ev": -8.829, "e_lumo_ev": 1.15, "symbols": ["C", "C", "C", "C", "O", "H", "H", "H", "H", "H", "H"], "xyz": [[-0.5174, 0.2658, -1.2663], [0.7522, -0.0553, -1.5595], [-0.1123, -0.5685, 0.2136], [-0.1707, 0.2951, 1.3881], [1.2123, -0.6049, -0.4162], [-1.3797, 0.5276, -1.7698], [1.5122, 0.0118, -2.2933], [-0.6936, -1.4195, 0.3168], [0.1171, -0.2951, 2.4086], [-1.0889, 0.7082, 1.6846], [0.3688, 1.1348, 1.2935]]}


Entry 4
{"formula": "C4H6O", "method": "ωB97M-V with the def2-TZVPD basis set", "multiplicity": 1, "orbital_gap_ev": [8.40, 8.35], "total_charge": 0, "homo_energy_ev": [-7.796, -7.730], "e_lumo_ev": [0.61, 0.62], "symbols": ["C", "C", "C", "C", "O", "H", "H", "H", "H", "H", "H"], "xyz": [[0.8115, 0.7022, -1.6449], [1.0424, 1.0416, -0.4176], [-0.2659, -0.0616, 1.4428], [-1.0078, -1.1178, 0.7702], [-0.0256, 0.3495, 2.5217], [1.0875, 1.3294, -2.4372], [0.0318, 0.0049, -1.8928], [1.6962, 1.7609, 0.0142], [-1.5151, -0.6525, -0.0004], [-0.2743, -1.6545, 0.3126], [-1.5807, -1.7021, 1.3313]]}


Which structure is the least stable? The one labeled entry 1.